C2H8NO | ωB97M-V/def2-TZVPD

XYZ file:
```
12
Properties=species:S:1:pos:R:3:forces:R:3
C -0.389695 0.524919 -0.671137 3.214 2.943 1.309
C 1.339940 0.268533 0.267346 -1.603 1.072 -4.768
N -1.260794 -0.244740 0.261142 1.582 -1.698 0.452
O 1.184882 -0.904915 0.884958 -0.463 -1.279 2.154
H -0.143803 0.182772 -1.727019 -1.285 -0.076 1.600
H -0.659933 1.657082 -0.609377 0.527 -2.259 -0.332
H 2.116358 0.244425 -0.652648 -1.659 0.576 2.576
H 1.276151 1.070330 1.019113 0.813 -0.245 -0.637
H -1.479585 -1.108072 -0.268655 -0.649 0.409 0.945
H -2.080043 0.196745 0.695205 0.080 0.021 -0.793
H -0.604710 -0.562187 1.113888 -1.136 0.297 -1.900
H 1.140863 -1.732146 0.395318 0.577 0.238 -0.604
```
Forces are in eV/Å.

HOMO level: -14.557 eV
ΔE to the lowest compared entry with this formula, charge and spin: 2.749 eV
Total charge: +1

C34H53BrN2P2Pt | ωB97M-V/def2-TZVPD

XYZ file:
```
93
Properties=species:S:1:pos:R:3:forces:R:3
N 6.219127 -4.785031 4.443238 -0.493 0.337 -0.044
C 4.905570 -4.962634 4.625431 -0.083 -0.112 -0.046
C 3.943549 -4.143019 4.037938 -0.556 0.091 0.283
C 4.307142 -3.080848 3.172491 0.758 0.398 -0.238
C 5.727441 -2.942304 2.954366 -0.097 -0.315 0.185
C 6.619166 -3.787031 3.648211 -0.209 0.545 -0.603
C 3.282479 -2.284636 2.540666 1.162 -1.109 0.770
Pt 1.735340 -0.642243 0.573837 -2.652 -0.990 -2.630
P 0.442428 0.504775 -2.792733 -1.370 -0.811 -1.785
C 3.401287 -1.560481 1.303071 0.203 0.763 -0.761
C 2.847942 -2.351534 0.119611 0.363 0.591 0.047
C 3.326853 -2.131513 -1.216332 -0.028 -0.647 -0.269
C 2.595629 -2.579334 -2.321011 1.090 0.879 0.799
C 1.384485 -3.195360 -2.103397 1.448 -1.293 0.611
C 1.115242 -3.698325 -0.883899 -1.143 0.727 1.063
C 1.574088 -2.974897 0.303194 0.682 -2.891 -0.502
Br -2.614766 0.303043 -1.842343 -2.796 2.758 2.209
H 2.294006 -2.284218 2.996713 -0.012 -0.546 -0.039
H 4.300863 -0.931297 1.166803 -0.100 -0.930 -0.151
H 2.889694 -4.344644 4.214132 0.143 0.043 0.117
H 6.139142 -2.194917 2.279655 -0.156 -0.035 0.203
H 4.607400 -5.794648 5.280757 0.144 0.454 -0.391
H 7.711458 -3.663297 3.546487 -0.737 -0.024 -0.040
H 4.266429 -1.607769 -1.339350 0.014 -0.108 -0.120
H 1.244567 -3.494402 1.232146 0.404 0.968 -0.483
H 2.971510 -2.456418 -3.316092 0.300 0.180 -0.205
H 0.471072 -4.571446 -0.793497 -0.052 0.359 0.372
P 1.624876 1.634858 0.379560 0.813 2.107 0.418
C -0.544693 -1.027846 -3.104081 -1.201 0.017 0.465
C -0.724687 -1.586162 -4.491457 0.589 -0.613 -0.014
H -1.612199 -0.870107 -2.655275 3.239 -1.254 -1.481
H -0.084603 -1.740458 -2.423591 0.200 -0.071 -0.211
H -1.454240 -2.412024 -4.481122 0.217 0.175 0.095
H -1.113110 -0.846031 -5.179227 0.210 0.009 -0.205
H 0.225729 -2.003395 -4.832512 -0.103 0.031 -0.581
C 1.947113 0.051763 -3.775160 0.990 0.318 0.382
C 2.372858 0.811089 -5.027568 0.213 0.229 -0.721
H 2.001156 -1.022499 -4.015841 -0.394 0.647 0.284
H 2.715836 0.273439 -3.004526 0.136 -0.503 -0.543
H 3.386955 0.446977 -5.297256 -0.507 0.347 0.042
H 1.736846 0.645602 -5.930042 0.230 0.094 0.844
H 2.445419 1.898557 -4.848704 -0.023 -0.431 -0.147
C -0.443315 1.862626 -3.833400 0.286 -0.072 1.712
C -1.642586 1.533440 -4.709048 -0.818 0.181 -0.393
H 0.313680 2.456170 -4.374343 -0.315 -0.170 0.400
H -0.830205 2.423133 -2.944965 0.290 0.166 -0.994
H -2.289695 2.421442 -4.706905 0.159 -0.089 -0.092
H -1.431692 1.331263 -5.765446 0.321 -0.076 0.283
H -2.299082 0.742803 -4.320679 0.507 0.238 -0.155
C 0.188719 2.785167 0.612634 -0.626 -0.421 -0.118
C 0.669090 4.180853 1.024634 0.255 0.122 0.114
H -0.463364 2.335389 1.382551 0.340 0.175 -0.088
H -0.449650 2.816630 -0.291911 0.526 -0.151 0.187
H 1.258760 4.126613 1.948454 -0.200 0.114 -0.159
H 1.315753 4.620133 0.255374 -0.244 -0.054 0.182
H -0.156188 4.886147 1.197212 0.128 -0.377 -0.100
C 2.643302 2.469046 -0.992397 -0.340 -0.570 0.124
C 4.047246 1.891641 -1.068417 0.746 -0.128 0.018
H 2.686326 3.567854 -0.930694 -0.170 -0.454 0.461
H 2.100157 2.251399 -1.925896 0.082 0.039 0.411
H 4.642951 2.152849 -0.179143 -0.195 -0.088 -0.231
H 4.051253 0.790364 -1.164829 -0.112 0.419 0.022
H 4.598171 2.296934 -1.935163 -0.309 -0.158 0.304
C 2.545850 1.740860 1.989449 0.346 0.054 -0.205
C 1.755346 1.061061 3.124297 -0.145 -0.179 0.388
H 2.934996 2.729260 2.233554 -0.121 0.006 0.198
H 3.407176 1.091332 1.776986 0.056 0.511 0.112
H 2.452861 0.600745 3.854403 -0.354 0.364 -0.276
H 1.100820 1.748642 3.677869 0.218 -0.113 -0.197
H 1.114876 0.226109 2.734755 0.379 0.683 0.335
C -4.843826 0.010291 0.800709 -0.096 0.354 0.214
N -3.508238 0.633019 1.038469 0.455 0.270 0.239
C -3.645461 1.839105 1.907394 -0.183 -0.116 0.288
C -2.424636 -0.319301 1.572370 -0.797 0.547 0.300
C -2.366229 -1.577788 0.772069 0.058 -1.031 0.558
C -3.377131 -2.558759 0.939933 -0.412 0.440 0.362
C -3.570243 -3.613864 0.061854 -0.516 -0.077 0.236
C -2.628767 -3.826572 -0.916411 1.006 0.053 -0.896
C -1.536756 -2.958172 -1.011616 0.158 -0.607 0.108
C -1.381305 -1.901489 -0.122828 -0.805 -0.557 -0.825
H -5.139312 -0.552459 1.694001 -0.029 0.193 -0.313
H -4.797113 -0.606950 -0.091280 0.067 -0.087 0.116
H -5.544206 0.832472 0.616870 0.124 -0.286 0.063
H -3.145771 0.916156 0.081599 -0.250 -0.226 -0.088
H -3.824472 1.492418 2.937279 -0.004 0.249 -0.332
H -2.735795 2.450386 1.880748 -0.202 -0.255 -0.086
H -4.508418 2.432266 1.561442 0.520 -0.246 0.153
H -1.489576 0.254235 1.576134 -0.183 -0.216 -0.188
H -2.713634 -0.516543 2.612233 0.078 -0.040 -0.149
H -4.081984 -2.426068 1.765403 0.131 -0.014 -0.325
H -4.476179 -4.226377 0.078917 0.416 0.138 0.393
H -2.636835 -4.646775 -1.661901 -0.442 0.544 0.685
H -0.816471 -3.254530 -1.769556 -0.615 0.615 0.268
```
Forces are in eV/Å.

HOMO level (spin up / spin down): -11.740 / -11.738 eV
Spin multiplicity: 3
ΔE to the lowest compared entry with this formula, charge and spin: 2.667 eV
Total charge: +2

C5H4O | ωB97M-V/def2-TZVPD

XYZ file:
```
10
Properties=species:S:1:pos:R:3:forces:R:3
C -0.281574 -0.888216 2.242832 -0.056 0.029 -0.145
C -1.102897 -0.357103 1.354358 0.450 -0.212 0.136
C -1.104275 0.205494 0.203072 0.106 -0.010 0.039
C -0.712488 0.698103 -0.906744 0.441 0.027 -0.041
C 0.401420 0.999604 -1.572274 -0.312 0.218 0.030
O 1.013684 0.238136 -2.491612 -0.089 -0.210 -0.179
H 0.768793 -0.831226 1.948297 -0.032 -0.117 0.279
H -0.489482 -1.375841 3.183567 -0.361 0.087 0.010
H 0.924031 1.939181 -1.435590 -0.154 0.110 -0.100
H 0.582789 -0.628133 -2.525907 0.007 0.078 -0.030
```
Forces are in eV/Å.

HOMO level: -8.319 eV
ΔE to the lowest compared entry with this formula, charge and spin: 3.510 eV

C5H5Cl | ωB97M-V/def2-TZVPD

XYZ file:
```
11
Properties=species:S:1:pos:R:3:forces:R:3
C 1.831005 0.398195 0.175658 0.332 -0.180 2.569
C 0.435000 0.318652 -0.623060 -0.556 1.640 1.485
C -0.470397 -0.200555 0.274729 1.107 0.441 0.566
C -1.818675 -0.424852 -0.077334 -5.982 -1.498 -0.399
C -3.039703 -0.730488 -0.259335 8.428 1.750 1.551
H 2.275677 1.491224 0.315475 -0.981 -2.498 -0.390
H 1.722483 -0.238943 1.348816 -0.277 2.815 -3.614
H -0.069192 1.079824 -1.615890 2.293 -2.982 3.026
H -0.155806 -0.363744 1.420595 -0.811 -0.120 -2.985
H -3.944255 -0.612996 -0.674548 -2.953 -0.100 -1.006
Cl 3.233867 -0.716320 -0.285106 -0.601 0.732 -0.803
```
Forces are in eV/Å.

HOMO level: -9.321 eV
ΔE to the lowest compared entry with this formula, charge and spin: 4.943 eV

C5H12NO | ωB97M-V/def2-TZVPD

XYZ file:
```
19
Properties=species:S:1:pos:R:3:forces:R:3
C 0.587326 0.736728 -0.684349 -0.745 0.518 0.559
O -0.820874 0.687621 -0.324191 0.387 -0.242 -0.384
C 0.782773 1.026837 -2.127933 0.543 0.288 -0.100
C 1.631566 1.959136 -2.555428 -0.548 -0.427 0.053
H 1.040351 -0.222648 -0.420016 -0.133 -0.139 -0.115
H 1.039394 1.489667 -0.033521 0.328 0.079 -0.264
H -1.241612 1.357425 -0.885492 -0.069 -0.208 0.303
H 0.219532 0.412289 -2.822165 0.135 -0.129 -0.041
H 1.835286 2.062384 -3.611568 -0.017 0.257 0.011
H 2.112269 2.621747 -1.848774 0.251 -0.024 -0.074
C -1.126236 -0.942925 2.775972 0.107 0.945 0.171
C -0.566067 -2.095764 0.741587 0.247 0.549 0.150
N -0.207633 -1.337289 1.704073 -0.614 -0.577 -0.523
H -1.704468 -0.066619 2.480586 -0.036 -0.118 -0.155
H -0.529329 -0.653180 3.637644 0.013 -0.148 0.011
H -1.760298 -1.782213 3.033437 -0.050 -0.015 -0.065
H -1.622882 -2.184837 0.520100 -0.037 -0.661 0.360
H 0.195791 -2.593640 0.154567 -0.071 0.418 -0.452
H 0.732080 -0.960790 1.673772 0.310 -0.365 0.555
```
Forces are in eV/Å.

HOMO level: -13.157 eV
ΔE to the lowest compared entry with this formula, charge and spin: 2.089 eV
Total charge: +1

C17H28INO6Ti | ωB97M-V/def2-TZVPD

XYZ file:
```
54
Properties=species:S:1:pos:R:3:forces:R:3
Ti 0.037027 0.035227 0.200083 0.045 0.603 0.220
C -1.596795 2.640512 -0.082795 -0.064 -0.012 -0.001
C -0.542848 2.981215 0.925167 0.065 -0.022 0.099
O 0.549883 2.030787 0.679731 -0.096 -0.182 -0.387
C 1.899402 2.584165 0.442899 0.023 0.034 0.072
C 2.284559 2.055390 -0.899443 -0.015 -0.063 -0.088
O 1.975192 0.628178 -0.853400 -0.192 -0.109 0.258
C 3.132170 -0.189423 -0.513817 -0.003 0.050 -0.053
C 2.571067 -1.533785 -0.178871 -0.023 -0.074 -0.041
O 1.428936 -1.257167 0.735162 0.272 -0.135 0.320
C 1.554711 -1.718303 2.142102 0.030 -0.052 -0.021
C 1.134914 -0.535291 2.964886 -0.045 0.027 0.008
O -0.073481 0.013450 2.339110 -0.029 -0.290 -0.308
C -1.357597 -0.381747 2.930352 0.030 -0.033 0.017
C -1.882577 -1.528276 2.114693 -0.023 -0.006 -0.027
O -1.640291 -1.179226 0.708828 0.116 0.340 -0.163
C -2.821426 -0.892821 -0.108524 0.030 0.012 0.086
C -3.005834 0.602203 -0.091624 0.024 0.000 -0.036
O -1.638998 1.162902 -0.097849 -0.142 0.102 0.120
H -1.365067 2.978754 -1.089949 0.031 -0.027 -0.092
H -2.571681 3.026324 0.208535 -0.070 -0.019 0.001
H -0.876644 2.849857 1.951493 0.014 -0.060 0.075
H -0.186994 4.000353 0.794373 0.059 0.035 0.017
H 2.542155 2.225007 1.243565 -0.002 -0.017 0.074
H 1.867905 3.670449 0.481478 -0.062 0.031 -0.007
H 3.337496 2.207249 -1.133464 0.038 -0.029 0.001
H 1.687472 2.489537 -1.698826 -0.013 -0.005 -0.059
H 3.660203 0.257591 0.329267 0.014 0.038 0.040
H 3.802167 -0.249788 -1.371235 0.020 0.020 -0.060
H 3.287327 -2.180959 0.319473 -0.003 -0.025 0.084
H 2.168970 -2.049770 -1.043728 -0.111 -0.045 -0.035
H 2.586207 -2.000657 2.339631 0.069 0.006 -0.052
H 0.917437 -2.590602 2.251304 -0.052 -0.066 -0.047
H 1.876584 0.258850 2.952019 0.031 0.088 -0.022
H 0.936230 -0.807187 3.999253 -0.063 0.018 0.059
H -1.997508 0.494911 2.881833 -0.008 0.084 -0.027
H -1.218023 -0.650808 3.975130 0.044 0.022 0.057
H -2.947409 -1.678080 2.279658 -0.053 -0.034 -0.032
H -1.367834 -2.467301 2.298509 0.050 -0.055 -0.036
H -3.688010 -1.412103 0.291902 -0.035 -0.052 0.056
H -2.621873 -1.277683 -1.101373 0.040 -0.033 -0.055
H -3.501330 0.968961 0.804883 0.000 0.035 0.085
H -3.540924 0.953270 -0.972707 0.007 0.053 -0.058
I -0.442501 -3.801237 -0.686314 0.170 0.093 -0.056
C -0.373484 -2.182411 -2.006831 -0.075 0.008 0.266
C -0.552085 -2.505000 -3.342317 0.010 0.053 -0.202
C -0.580918 -1.509754 -4.308612 -0.014 -0.042 0.028
C -0.426813 -0.177362 -3.916565 -0.029 -0.054 -0.172
C -0.244193 0.085542 -2.591863 0.081 -0.024 0.245
N -0.208982 -0.880149 -1.621019 -0.111 -0.189 -0.189
H -0.678290 -3.543354 -3.620228 0.007 0.006 -0.026
H -0.730645 -1.764808 -5.352062 0.013 -0.010 0.010
H -0.447486 0.632250 -4.634333 -0.001 -0.009 -0.002
H -0.109474 1.112117 -2.267571 0.002 0.016 0.058
```
Forces are in eV/Å.

HOMO level: -21.432 eV
Total charge: +4